w | ORCA calculation (ωB97M-V with the def2-TZVPD basis set) on a cluster of 2 separate species, C4H3I in total.

Geometry as XYZ:
```
8
Properties=species:S:1:pos:R:3:lowdin_charge:R:1
C -0.864 1.532 0.532 -0.024
H 1.588 -2.560 -1.017 -0.043
C 1.765 -0.632 -0.162 0.003
C -1.897 0.891 0.339 -0.785
H -0.095 2.041 0.913 -0.026
I -3.653 0.091 -0.271 0.836
H 1.607 0.257 0.456 0.019
C 1.548 -1.619 -0.789 0.018
```

Lowest unoccupied orbital energy: 0.241 eV
Molecular weight: 178.0 g/mol
Kohn-Sham gap: 9.89 eV


x | ORCA calculation (ωB97M-V with the def2-TZVPD basis set) on an isolated molecule of C4H3I.

Geometry as XYZ:
```
8
Properties=species:S:1:pos:R:3:lowdin_charge:R:1
H 2.542 0.144 -0.057 0.029
I -2.986 -0.227 -0.081 0.571
H -0.741 -0.506 1.465 0.082
C 1.534 0.218 -0.020 0.150
H 0.357 -0.849 -1.323 0.072
C -0.358 1.354 -0.016 0.097
C 0.441 -0.255 -0.501 -0.305
C -0.790 0.122 0.533 -0.696
```

Lowest unoccupied orbital energy (spin up / spin down): -1.063 / -0.903 eV
Molecular weight: 178.0 g/mol
Kohn-Sham gap (spin up / spin down): 7.88 / 7.57 eV


List of relative energies, unit hartree: w 0.0000; x 0.0991


w | ORCA calculation (ωB97M-V with the def2-TZVPD basis set) on a cluster of 4 separate species, C4H14O2S2 in total.

Geometry as XYZ:
```
22
Properties=species:S:1:pos:R:3:lowdin_charge:R:1
H 2.059 -1.954 1.543 0.082
O -2.716 -0.001 -0.284 -0.065
H 1.740 -1.219 0.013 0.033
H -0.096 -1.608 -2.904 0.074
H -0.113 0.366 -0.521 0.015
H 3.172 0.094 0.715 0.055
H 2.511 0.624 2.259 0.072
C 2.247 0.215 1.288 -0.259
C 0.058 0.111 -1.613 -0.709
H -1.682 3.540 1.917 0.043
H -1.469 -1.390 -1.923 0.054
S 1.783 0.392 -1.659 0.785
O -2.004 2.949 1.215 -0.063
H -1.953 2.049 1.510 -0.007
H -0.056 -2.069 -1.221 0.058
H -2.026 -0.425 0.181 -0.133
C 1.511 -1.110 1.136 -0.723
S -0.201 -0.926 1.371 0.726
H -3.497 -0.151 0.255 0.053
H -0.481 0.847 -2.184 0.090
C -0.406 -1.292 -1.908 -0.196
H 1.620 0.958 0.809 0.015
```

Lowest unoccupied orbital energy: -3.383 eV
Molecular weight: 158.3 g/mol
Kohn-Sham gap: 5.39 eV


x | ORCA calculation (ωB97M-V with the def2-TZVPD basis set) on a cluster of 3 separate species, C4H14O2S2 in total.

Geometry as XYZ:
```
22
Properties=species:S:1:pos:R:3:lowdin_charge:R:1
O -5.734 -0.561 3.986 -0.122
H 0.406 0.776 -2.590 0.102
H -5.691 -1.544 4.058 0.045
H -5.399 -0.242 3.100 -0.010
H 3.622 -1.456 -3.340 0.027
H 2.059 1.961 1.253 0.021
C 1.042 0.359 -1.745 -0.624
H -4.123 1.019 1.821 0.114
H -5.048 0.016 0.986 0.081
H 1.016 1.788 2.684 0.033
H 2.848 1.226 2.720 0.046
H 2.434 -1.251 -4.316 0.068
H 1.352 -1.859 -1.996 0.104
S 1.388 -0.333 1.437 0.427
S 0.001 -0.051 -0.336 0.502
C 1.926 -0.876 -1.973 -0.355
H 3.099 0.295 -3.519 0.093
O -4.322 0.017 1.675 -0.108
H 2.767 -0.981 -1.183 0.105
C 1.878 1.310 2.149 -0.476
H 1.699 1.197 -1.534 0.059
C 2.779 -0.810 -3.337 -0.132
```

Lowest unoccupied orbital energy: 0.089 eV
Molecular weight: 158.3 g/mol
Kohn-Sham gap: 8.87 eV


y | ORCA calculation (ωB97M-V with the def2-TZVPD basis set) on a cluster of 3 separate species, C4H14O2S2 in total.

Geometry as XYZ:
```
22
Properties=species:S:1:pos:R:3:lowdin_charge:R:1
H 1.583 0.289 -0.767 0.077
S -1.264 0.505 -2.832 0.450
C -1.190 -1.210 -2.329 -0.610
H -0.609 -2.248 3.282 0.099
H 1.737 0.658 2.677 0.019
H -0.352 -2.389 -0.640 0.053
C -0.212 -1.453 -1.141 -0.174
O 1.122 0.873 3.376 -0.066
O -0.700 -1.361 2.828 -0.038
H -0.107 2.946 0.126 0.096
H 0.819 1.927 0.931 0.062
C 0.129 1.864 0.060 -0.204
H -2.110 -1.890 -2.093 0.113
H -1.512 -0.954 2.741 0.005
H 0.837 -1.351 -1.557 0.070
S 0.513 1.269 -2.611 0.456
C 1.058 1.315 -0.930 -0.683
H -1.012 -1.617 -3.306 0.025
H -0.460 -0.656 -0.363 0.057
H -0.723 1.188 0.332 0.075
H 1.958 2.151 -1.168 0.130
H 0.491 0.143 3.385 -0.013
```

Lowest unoccupied orbital energy: 0.304 eV
Molecular weight: 158.3 g/mol
Kohn-Sham gap: 8.24 eV


z | ORCA calculation (ωB97M-V with the def2-TZVPD basis set) on a cluster of 3 separate species, C4H14O2S2 in total.

Geometry as XYZ:
```
22
Properties=species:S:1:pos:R:3:lowdin_charge:R:1
H -1.095 1.624 -1.275 0.037
S 0.356 -0.614 -2.317 0.470
O -0.957 0.929 2.757 -0.060
H 2.902 1.785 1.177 0.063
H 2.300 1.857 -0.456 0.073
H -1.484 0.129 2.900 0.040
H 1.071 1.969 0.754 0.033
C 2.041 1.508 0.588 -0.167
H -2.033 -0.391 -0.482 0.037
H -2.819 -1.898 -0.782 0.062
H -0.727 0.871 1.822 -0.020
H 2.684 -0.446 1.145 0.077
H -1.131 -2.475 -2.431 0.063
H -1.512 -1.929 0.322 0.061
C -0.719 -1.893 -1.582 -0.582
S 1.994 -0.722 -1.192 0.455
H 0.921 -0.391 0.809 0.033
C 1.897 -0.017 0.507 -0.548
H -0.942 2.561 -0.331 0.077
O -0.787 1.594 -0.351 -0.112
H -0.114 -2.599 -0.985 0.059
C -1.846 -1.452 -0.599 -0.151
```

Lowest unoccupied orbital energy: 0.362 eV
Molecular weight: 158.3 g/mol
Kohn-Sham gap: 8.83 eV


List of relative energies, unit hartree: w 0.1196; x 0.0227; y 0.0445; z 0.0000


w | ORCA calculation (ωB97M-V with the def2-TZVPD basis set) on a cluster of 2 separate species, CH7N4 in total.

Geometry as XYZ:
```
12
Properties=species:S:1:pos:R:3:lowdin_charge:R:1
N -0.516 0.970 0.615 -0.152
N 0.793 1.472 0.682 0.072
H -1.109 1.174 1.423 0.152
H 0.190 -2.826 0.136 0.159
N -0.664 -0.461 0.496 0.051
H -1.423 1.846 -0.185 0.336
H 0.651 -2.473 -1.477 0.068
H 0.142 -0.406 -1.461 0.144
H 0.746 2.265 1.317 0.116
N 0.123 -2.245 -0.728 0.166
C -0.210 -0.956 -0.589 -0.249
H 1.277 1.641 -0.228 0.136
```

Total charge: +1
Lowest unoccupied orbital energy: -5.126 eV
Molecular weight: 75.1 g/mol
Kohn-Sham gap: 9.36 eV


x | ORCA calculation (ωB97M-V with the def2-TZVPD basis set) on a cluster of 2 separate species, CH7N4 in total.

Geometry as XYZ:
```
12
Properties=species:S:1:pos:R:3:lowdin_charge:R:1
H -1.591 -1.532 0.796 0.152
H 1.519 -0.186 0.807 0.076
H 1.968 0.767 -0.483 0.073
H -0.228 -2.575 0.145 0.207
N -1.848 0.747 0.253 0.160
N -0.508 -0.761 -0.624 0.000
N 1.184 0.523 0.128 0.067
H -1.111 0.764 -1.814 0.148
H -2.433 1.599 0.230 0.110
C -1.198 0.535 -0.747 -0.240
N -0.807 -1.670 0.143 0.157
H 0.941 1.375 0.696 0.091
```

Total charge: +1
Lowest unoccupied orbital energy (spin up / spin down): -5.519 / -5.519 eV
Molecular weight: 75.1 g/mol
Kohn-Sham gap (spin up / spin down): 9.36 / 9.36 eV


y | ORCA calculation (ωB97M-V with the def2-TZVPD basis set) on the ion CH7N4 with charge +1.

Geometry as XYZ:
```
12
Properties=species:S:1:pos:R:3:lowdin_charge:R:1
H 1.648 -0.550 0.611 0.159
N -0.612 1.184 0.084 -0.093
N -1.689 0.741 0.958 0.066
H 0.651 -1.760 -1.975 0.191
H -1.092 1.879 -0.576 0.216
H -2.022 -0.147 0.557 0.110
H -1.360 0.635 1.936 0.114
H 0.012 1.712 0.823 0.228
N -0.089 0.123 -0.626 -0.009
N 1.232 -1.685 -1.040 0.122
C 0.949 -0.638 -0.268 -0.206
H 1.884 -2.397 -0.824 0.104
```

Total charge: +1
Lowest unoccupied orbital energy: -3.619 eV
Molecular weight: 75.1 g/mol
Kohn-Sham gap: 10.64 eV


List of relative energies, unit hartree: w 0.0601; x 0.0226; y 0.0000